1.
The following is a DFT calculation (wB97M-V/def2-TZVPD) of C31H38SbTm as an isolated structure.

```
71
Properties=species:S:1:pos:R:3
C 1.209 2.404 -1.058
H 1.754 3.275 -0.669
H 1.912 1.835 -1.701
H 0.941 1.833 -0.180
C -0.067 2.793 -1.798
H -0.500 1.980 -2.453
H -0.867 3.011 -1.070
C 0.147 4.004 -2.712
H -0.814 4.427 -3.001
H 0.737 4.757 -2.190
H 0.691 3.699 -3.615
C -0.822 -2.234 -2.395
C -1.225 -1.280 -3.420
C -0.043 -0.648 -3.941
C 1.087 -1.224 -3.259
C 0.602 -2.199 -2.301
C 1.463 -3.022 -1.414
C 2.523 -0.917 -3.520
C 0.060 0.378 -5.019
C -2.637 -0.927 -3.754
C -1.718 -3.047 -1.519
Tm -0.194 -0.202 -1.737
H 3.172 -1.254 -2.699
H 2.877 -1.403 -4.448
H 2.706 0.164 -3.627
H 2.454 -2.580 -1.289
H 1.026 -3.133 -0.418
H 1.596 -4.028 -1.833
H -2.680 -2.547 -1.343
H -1.914 -4.024 -1.982
H -1.246 -3.222 -0.542
H -2.695 0.047 -4.262
H -3.075 -1.675 -4.432
H -3.281 -0.893 -2.856
H 0.811 1.139 -4.765
H 0.366 -0.075 -5.972
H -0.894 0.886 -5.166
C -0.835 4.348 3.999
C 0.356 4.206 3.269
C 0.629 3.009 2.589
C -0.295 1.957 2.646
C -1.487 2.093 3.365
C -1.757 3.288 4.052
Sb 0.117 0.134 1.533
C 1.815 -0.596 2.639
C 2.978 -0.952 1.934
C 4.158 -1.212 2.654
C 4.156 -1.133 4.062
C 2.977 -0.803 4.753
C 1.797 -0.532 4.040
C -1.623 -1.117 1.771
C -1.464 -2.332 2.441
C -2.586 -3.162 2.608
C -3.818 -2.773 2.044
C -3.945 -1.580 1.311
C -2.832 -0.739 1.168
H -1.050 5.284 4.522
H 1.077 5.028 3.233
H 1.567 2.907 2.035
H -2.210 1.275 3.407
H -2.682 3.389 4.624
H 2.981 -1.015 0.835
H 5.075 -1.479 2.120
H 5.079 -1.331 4.621
H 2.967 -0.749 5.847
H 0.878 -0.267 4.577
H -0.489 -2.622 2.848
H -2.487 -4.093 3.179
H -4.688 -3.425 2.171
H -4.904 -1.293 0.863
H -2.918 0.190 0.601
```

Properties
<S²>: 2.003
LUMO level (alpha / beta) in eV: -6.7 / -6.6
Charge: +2
HOMO level (alpha / beta) in eV: -13.930 / -13.935
Multiplicity: 3

2.
The following is a DFT calculation (wB97M-V/def2-TZVPD) of C31H39BN6O5S2W as an isolated structure.

```
85
Properties=species:S:1:pos:R:3
W -0.763 -0.366 0.259
C -3.406 -2.516 0.564
O -1.971 -2.279 0.424
C -1.179 -3.413 0.225
C -1.664 -4.634 -0.180
C -0.760 -5.678 -0.317
C 0.590 -5.487 -0.049
C 1.050 -4.249 0.365
C 0.147 -3.208 0.498
N 0.484 -1.875 0.921
N 1.647 -1.802 1.417
C 2.135 -0.699 1.994
C 1.344 0.432 2.265
O 0.151 0.563 1.746
C 1.802 1.426 3.144
C 3.069 1.348 3.642
C 3.956 0.276 3.323
C 5.268 0.241 3.837
C 6.094 -0.813 3.552
C 5.626 -1.866 2.750
C 4.349 -1.852 2.237
C 3.493 -0.775 2.511
H -3.826 -2.818 -0.388
H -3.841 -1.583 0.885
H -3.535 -3.287 1.318
H -2.715 -4.789 -0.390
H -1.120 -6.648 -0.641
H 1.287 -6.306 -0.165
H 2.095 -4.077 0.579
H 1.143 2.249 3.393
H 3.423 2.130 4.306
H 5.609 1.059 4.463
H 7.103 -0.839 3.946
H 6.278 -2.706 2.536
H 3.999 -2.669 1.619
C 2.098 1.902 -0.352
O 0.676 1.901 -0.479
C 0.169 3.105 0.065
C -1.300 3.128 -0.168
O -1.884 1.911 0.306
C -2.945 1.989 1.258
C -2.579 1.221 2.482
O -2.321 -0.130 2.079
C -2.058 -0.973 3.218
H 2.533 2.560 -1.107
H 2.445 0.887 -0.489
H 2.396 2.252 0.641
H 0.627 3.966 -0.428
H 0.400 3.149 1.132
H -1.512 3.206 -1.232
H -1.738 3.982 0.344
H -3.825 1.540 0.806
H -3.161 3.025 1.514
H -3.407 1.232 3.191
H -1.690 1.625 2.959
H -2.970 -1.095 3.795
H -1.284 -0.528 3.842
H -1.723 -1.935 2.854
C -5.197 1.823 -1.322
N -4.008 1.960 -2.172
C -3.877 2.945 -3.140
C -2.764 2.651 -3.837
N -2.209 1.498 -3.302
B -1.210 0.559 -4.090
N 0.292 0.857 -3.704
C 1.124 1.616 -4.512
C 2.399 1.280 -4.245
N 2.350 0.318 -3.252
C 3.538 -0.384 -2.761
C 1.055 0.093 -2.915
S 0.586 -1.088 -1.719
C -2.976 1.091 -2.287
S -2.766 -0.339 -1.328
H -5.326 2.713 -0.710
H -5.082 0.951 -0.690
H -6.077 1.690 -1.946
H -4.603 3.738 -3.258
H -2.331 3.146 -4.694
H -1.329 0.827 -5.263
H -1.457 -0.579 -3.808
H 0.729 2.297 -5.250
H 3.329 1.608 -4.687
H 4.225 0.324 -2.300
H 4.036 -0.874 -3.593
H 3.242 -1.131 -2.035
```

Properties
<S²>: 2.053
LUMO level (alpha / beta) in eV: -6.4 / -6.7
Charge: +2
HOMO level (alpha / beta) in eV: -12.882 / -13.196
Multiplicity: 3

3.
The following is a DFT calculation (wB97M-V/def2-TZVPD) of C31H39ClI2KN4O5P2 as an isolated structure.

```
85
Properties=species:S:1:pos:R:3
K -0.406 1.138 1.530
I -6.871 0.991 -3.847
C -5.047 1.058 -2.828
C -3.896 0.589 -3.441
C -2.696 0.635 -2.755
I -0.952 0.006 -3.722
C -2.573 1.119 -1.422
O -1.480 1.111 -0.767
C -3.786 1.641 -0.860
C -3.699 2.290 0.491
N -3.684 1.333 1.598
C -3.310 1.956 2.852
C -2.838 0.975 3.894
C -3.099 1.185 5.243
C -2.538 0.332 6.175
C -1.743 -0.713 5.735
C -1.552 -0.857 4.374
N -2.088 -0.041 3.468
C -4.982 1.595 -1.548
H -3.929 0.196 -4.448
H -4.556 2.956 0.635
H -2.795 2.921 0.506
H -3.069 0.554 1.390
H -4.161 2.521 3.245
H -2.495 2.698 2.730
H -3.714 2.021 5.547
H -2.707 0.490 7.233
H -1.258 -1.387 6.427
H -0.924 -1.650 3.987
H -5.875 1.992 -1.080
O 1.008 1.536 5.668
Cl 1.303 1.784 4.285
O 2.561 2.464 4.146
O 0.243 2.599 3.699
O 1.348 0.523 3.560
C 2.035 -2.440 1.424
P 0.679 -1.701 0.418
C 1.576 -1.505 -1.193
N 1.477 -2.432 -2.106
C 2.048 -2.199 -3.319
C 1.900 -3.152 -4.352
C 2.453 -2.916 -5.579
C 3.179 -1.727 -5.823
C 3.338 -0.797 -4.836
C 2.770 -1.019 -3.562
N 2.927 -0.086 -2.583
C 2.335 -0.294 -1.439
P 2.466 0.968 -0.088
C 4.208 0.656 0.410
C 2.565 2.620 -0.959
C 2.377 3.646 0.169
C 3.877 2.912 -1.684
C 1.387 2.720 -1.932
C -0.497 -3.132 0.169
C -1.472 -2.747 -0.947
C 0.136 -4.495 -0.102
C -1.282 -3.200 1.487
H 2.600 -3.207 0.893
H 1.599 -2.872 2.326
H 2.702 -1.644 1.753
H 1.329 -4.046 -4.140
H 2.330 -3.638 -6.375
H 3.604 -1.556 -6.804
H 3.883 0.125 -4.997
H 4.893 0.671 -0.438
H 4.271 -0.316 0.900
H 4.503 1.409 1.142
H 3.129 3.542 0.956
H 1.398 3.555 0.643
H 2.458 4.656 -0.243
H 4.721 2.953 -0.992
H 3.804 3.892 -2.168
H 4.083 2.164 -2.448
H 0.446 2.384 -1.487
H 1.559 2.116 -2.823
H 1.267 3.762 -2.245
H -1.000 -2.795 -1.927
H -1.856 -1.732 -0.810
H -2.323 -3.436 -0.939
H 0.721 -4.487 -1.019
H -0.656 -5.245 -0.202
H 0.779 -4.808 0.724
H -1.789 -2.257 1.703
H -0.638 -3.448 2.335
H -2.041 -3.985 1.412
```

Properties
LUMO level in eV: 1.7
Charge: -1
HOMO level in eV: -4.655
Multiplicity: 1